Formula: C15H23ClN2S
Source: OMol25
Level of theory: ωB97M-V/def2-TZVPD

The geometry in XYZ format:
```
42
Properties=species:S:1:pos:R:3
C -2.854 -0.104 2.273
C -3.073 0.975 1.217
C -4.407 1.678 1.455
C -3.064 0.381 -0.201
N -1.754 -0.077 -0.624
C -1.015 0.781 -1.536
C -0.393 2.052 -0.920
C 0.948 2.341 -1.592
C -1.308 3.267 -1.072
C -1.464 -1.396 -0.529
S -2.571 -2.577 -0.178
N -0.183 -1.811 -0.818
C 1.013 -1.246 -0.374
C 2.203 -1.605 -1.007
C 3.407 -1.069 -0.596
C 3.431 -0.170 0.460
Cl 4.935 0.516 0.968
C 2.261 0.174 1.119
C 1.059 -0.367 0.706
H -1.911 -0.623 2.117
H -3.650 -0.842 2.230
H -2.841 0.336 3.268
H -2.267 1.713 1.298
H -4.440 2.100 2.456
H -5.228 0.972 1.353
H -4.558 2.485 0.740
H -3.754 -0.467 -0.230
H -3.411 1.130 -0.915
H -0.223 0.185 -1.989
H -1.699 1.081 -2.340
H -0.212 1.877 0.143
H 1.391 3.243 -1.178
H 0.811 2.488 -2.662
H 1.646 1.520 -1.441
H -0.841 4.142 -0.626
H -2.266 3.112 -0.585
H -1.485 3.476 -2.125
H -0.136 -2.798 -1.041
H 2.178 -2.308 -1.826
H 4.324 -1.344 -1.091
H 2.293 0.853 1.956
H 0.152 -0.126 1.236
```

Values from the calculation:
Gap between HOMO and LUMO in eV: 8.71
Calculated total energy in eV: -42266.955
Highest occupied orbital energy in eV: -8.1
SMILES string: CC(C)CN(CC(C)C)C(=S)Nc1ccc(Cl)cc1


Formula: C42H41BrN6O3PPbS
Source: OMol25
Level of theory: ωB97M-V/def2-TZVPD

The geometry in XYZ format:
```
96
Properties=species:S:1:pos:R:3
Pb 1.206 0.460 0.888
N 0.313 2.897 1.328
C 1.334 3.967 1.450
C 2.244 3.696 2.645
C 3.154 2.503 2.402
O 4.328 2.667 2.153
O 2.575 1.323 2.482
H -0.391 3.152 0.642
H -0.180 2.807 2.213
H 0.856 4.942 1.565
H 1.921 3.994 0.529
H 1.626 3.518 3.529
H 2.869 4.569 2.822
S -0.878 0.903 -1.277
C 0.228 1.681 -2.405
N -0.223 2.292 -3.470
N -1.484 2.332 -3.745
C -1.984 2.999 -4.892
C -1.145 3.644 -5.785
C -1.708 4.273 -6.885
C -3.082 4.259 -7.090
C -3.904 3.605 -6.184
C -3.356 2.971 -5.080
N 1.622 1.729 -2.358
N 2.264 1.297 -1.392
C 3.697 1.332 -1.572
C 4.302 1.840 -2.718
C 5.680 1.815 -2.808
C 6.447 1.292 -1.767
C 5.832 0.792 -0.635
C 4.447 0.805 -0.540
H -2.147 1.911 -3.096
H -0.077 3.650 -5.620
H -1.062 4.779 -7.590
H -3.509 4.756 -7.950
H -4.975 3.584 -6.335
H -3.995 2.454 -4.372
H 3.698 2.242 -3.518
H 6.163 2.209 -3.692
H 7.526 1.286 -1.843
H 6.419 0.412 0.190
H 3.971 0.433 0.360
O 5.514 -4.683 2.541
C 4.681 -3.680 2.214
C 4.244 -2.716 3.119
C 3.391 -1.735 2.662
N 2.952 -1.673 1.396
C 3.395 -2.595 0.566
Br 2.763 -2.464 -1.221
C 4.253 -3.622 0.893
H 5.767 -4.626 3.472
H 4.572 -2.720 4.150
H 3.061 -0.936 3.316
H 4.586 -4.349 0.168
C -0.167 -4.302 1.115
C -1.110 -4.084 2.272
C -1.352 -5.117 3.170
C -2.227 -4.958 4.235
C -2.886 -3.752 4.415
C -2.659 -2.709 3.528
C -1.777 -2.862 2.462
P -1.403 -1.519 1.291
C -2.058 -0.023 2.133
C -1.292 0.264 3.272
C -1.559 1.350 4.090
C -2.598 2.204 3.745
C -3.351 1.941 2.611
C -3.117 0.831 1.794
C -4.042 0.610 0.622
C -2.451 -1.947 -0.154
C -3.609 -2.703 0.014
C -4.400 -3.068 -1.065
C -4.031 -2.684 -2.344
C -2.866 -1.956 -2.530
C -2.061 -1.591 -1.454
C -0.782 -0.860 -1.783
H 0.272 -5.297 1.157
H 0.645 -3.570 1.117
H -0.683 -4.208 0.156
H -0.843 -6.063 3.030
H -2.392 -5.776 4.924
H -3.576 -3.620 5.237
H -3.175 -1.767 3.674
H -0.484 -0.409 3.552
H -0.963 1.526 4.976
H -2.829 3.064 4.360
H -4.168 2.604 2.354
H -4.730 1.449 0.535
H -4.634 -0.298 0.746
H -3.506 0.511 -0.322
H -3.899 -3.012 1.011
H -5.296 -3.652 -0.905
H -4.635 -2.963 -3.197
H -2.565 -1.678 -3.534
H -0.628 -0.862 -2.860
H 0.086 -1.320 -1.307
```

Values from the calculation:
Gap between HOMO and LUMO in eV: 7.15
Calculated total energy in eV: -154712.179
Total charge: +1
Highest occupied orbital energy in eV: -10.3
Energy relative to the best compared isomer or geometry (same formula, charge and spin) in kcal/mol: 4.8


Formula: C21H27N5O3
Source: OMol25
Level of theory: ωB97M-V/def2-TZVPD

The geometry in XYZ format:
```
56
Properties=species:S:1:pos:R:3
C -5.631 -2.205 3.509
C -5.096 -2.752 2.080
C -6.052 -2.348 0.953
N -5.741 -1.006 0.821
C -4.988 -0.455 -0.557
O -4.665 -1.215 -1.404
C -4.692 0.984 -0.487
C -3.718 1.261 -1.691
C -2.305 1.611 -1.033
C -2.020 2.745 -0.160
C -2.806 3.937 -0.019
N -0.741 2.761 0.097
C 0.137 1.837 0.086
N 1.525 1.769 0.285
C 1.774 0.434 -0.104
C 3.162 -0.225 -0.019
C 3.458 -1.290 -0.711
C 4.789 -1.643 -0.468
O 5.209 -3.064 -0.945
C 4.307 -3.790 -1.671
C 5.741 -1.055 0.381
C 5.284 0.172 0.985
O 6.239 0.969 1.656
C 6.143 2.010 2.309
C 4.112 0.863 0.679
N 0.902 -0.302 -0.833
N -0.255 0.639 -0.670
C -1.424 0.499 -1.451
C -1.490 -0.768 -2.158
H -6.604 -2.303 3.558
H -5.073 -2.767 4.374
H -5.371 -1.055 3.666
H -5.403 -3.947 2.116
H -4.157 -2.887 1.809
H -5.540 -2.747 -0.103
H -7.012 -2.421 1.156
H -5.885 -0.163 1.307
H -5.762 1.694 -0.644
H -4.485 1.454 0.400
H -4.160 2.483 -1.927
H -3.783 0.761 -2.432
H -2.326 4.596 0.704
H -3.716 3.703 0.195
H -2.990 4.309 -1.031
H 2.765 -1.755 -1.118
H 4.949 -4.400 -1.940
H 3.504 -4.030 -1.249
H 3.988 -3.174 -2.300
H 6.689 -1.354 0.452
H 6.844 2.478 2.875
H 5.678 2.786 1.426
H 5.218 1.862 2.921
H 3.646 1.703 1.051
H -2.511 -1.284 -1.851
H -1.540 -0.585 -3.164
H -0.801 -1.307 -2.086
```

Values from the calculation:
Gap between HOMO and LUMO in eV: 8.07
Calculated total energy in eV: -35790.168
Highest occupied orbital energy in eV: -8.2
Energy relative to the best compared isomer or geometry (same formula, charge and spin) in kcal/mol: 472.3
SMILES string: CCCNC(=O)CCc1c(C)nc2nc(-c3cc(OC)cc(OC)c3)nn2c1C


Formula: C3H8N2
Source: OMol25
Level of theory: ωB97M-V/def2-TZVPD

The geometry in XYZ format:
```
13
Properties=species:S:1:pos:R:3
C 0.630 2.240 0.630
C -0.165 1.930 -0.385
N 0.237 1.671 -1.692
H 1.659 2.551 0.469
H 0.349 2.239 1.673
H -1.219 1.748 -0.293
H 1.057 2.097 -2.085
H -0.527 1.495 -2.318
C -0.523 -3.027 1.362
N -0.227 -2.951 0.137
H -0.224 -2.283 2.104
H -0.938 -3.976 1.699
H 0.070 -2.011 -0.114
```

Values from the calculation:
Gap between HOMO and LUMO in eV: 9.31
Calculated total energy in eV: -6219.160
Highest occupied orbital energy in eV: -8.3
Energy relative to the best compared isomer or geometry (same formula, charge and spin) in kcal/mol: 62.0
SMILES string: C=CN.C=N


Formula: C6H5ClINO2
Source: OMol25
Level of theory: ωB97M-V/def2-TZVPD

The geometry in XYZ format:
```
16
Properties=species:S:1:pos:R:3
O 1.751 -0.630 -2.539
C 0.628 -0.561 -1.972
O -0.624 -0.965 -2.639
C 0.427 -0.065 -0.449
C 0.165 1.456 -0.174
C -0.067 1.877 1.303
N -0.021 0.875 2.352
C 0.235 -0.549 2.162
C 0.457 -1.112 0.720
Cl 0.734 -2.888 0.360
H -1.323 -1.040 -1.929
H 0.125 2.219 -1.027
H -0.268 2.985 1.524
H -0.191 1.193 3.319
H 0.281 -1.278 3.035
I -2.309 -1.516 -4.046
```

Values from the calculation:
Gap between HOMO and LUMO in eV: 3.47
Calculated total energy in eV: -32503.659
Highest occupied orbital energy in eV: -5.9


Q: Look up the calculated total energy of the fourth one.
A: -6219.160 eV